*one*
{"formula": "C40H60FGeN3O3PtS2Si4", "method": "wB97M-V/def2-TZVPD", "symbols": ["Pt", "S", "C", "C", "C", "C", "C", "C", "S", "H", "H", "H", "H", "F", "C", "C", "C", "C", "O", "C", "C", "N", "C", "C", "C", "C", "C", "C", "N", "C", "C", "N", "C", "C", "C", "O", "O", "H", "H", "H", "H", "H", "H", "H", "H", "H", "H", "H", "H", "H", "H", "H", "H", "H", "H", "C", "Si", "C", "C", "C", "C", "C", "C", "C", "H", "H", "H", "H", "H", "H", "H", "H", "H", "H", "H", "C", "Si", "C", "C", "Ge", "Si", "C", "C", "C", "Si", "C", "C", "C", "H", "H", "H", "H", "H", "H", "H", "H", "H", "H", "H", "H", "H", "H", "H", "H", "H", "H", "H", "H", "H", "H", "H", "H", "H", "H", "H"], "coordinates": [[0.74, 1.02, 1.26], [0.53, 0.96, 3.60], [2.21, 0.78, 4.07], [2.56, 0.90, 5.42], [3.87, 0.76, 5.83], [4.87, 0.52, 4.88], [4.54, 0.41, 3.55], [3.21, 0.53, 3.13], [2.85, 0.31, 1.42], [1.78, 1.11, 6.15], [4.13, 0.86, 6.87], [5.90, 0.42, 5.19], [5.30, 0.23, 2.80], [-3.17, 6.37, 0.31], [-3.60, 5.11, 0.11], [-2.77, 4.07, 0.41], [-3.21, 2.76, 0.25], [-2.30, 1.66, 0.60], [-1.21, 1.93, 1.10], [-2.81, 0.35, 0.38], [-4.10, 0.20, -0.02], [-4.93, 1.21, -0.36], [-6.29, 0.91, -0.77], [-6.52, -0.24, -1.69], [-6.69, 1.16, -2.19], [-4.50, 2.52, -0.22], [-5.33, 3.60, -0.53], [-4.90, 4.90, -0.37], [-5.80, 5.96, -0.71], [-5.27, 7.27, -1.06], [-6.42, 8.09, -1.68], [-7.50, 7.14, -2.08], [-8.15, 6.53, -0.87], [-7.02, 6.08, 0.07], [-2.05, -0.91, 0.63], [-2.58, -1.86, 1.16], [-0.82, -0.90, 0.12], [-1.77, 4.26, 0.79], [-4.52, -0.80, -0.10], [-7.02, 1.10, 0.01], [-7.40, -0.84, -1.51], [-5.66, -0.79, -2.04], [-7.69, 1.53, -2.38], [-5.92, 1.53, -2.86], [-6.32, 3.42, -0.93], [-4.46, 7.15, -1.78], [-4.88, 7.83, -0.20], [-6.11, 8.66, -2.55], [-6.87, 8.78, -0.96], [-7.06, 6.38, -2.60], [-8.20, 7.58, -2.68], [-8.77, 5.71, -1.21], [-8.78, 7.30, -0.42], [-7.27, 5.12, 0.51], [-6.89, 6.79, 0.90], [1.26, 4.26, 1.44], [1.56, 2.92, 0.16], [0.47, 3.23, -1.36], [3.33, 3.01, -0.45], [3.70, 2.44, -1.67], [5.01, 2.46, -2.11], [5.99, 3.05, -1.33], [5.65, 3.63, -0.12], [4.33, 3.61, 0.32], [1.19, 5.26, 0.99], [2.08, 4.28, 2.17], [0.35, 4.06, 2.00], [0.50, 4.29, -1.63], [-0.57, 2.94, -1.20], [0.84, 2.66, -2.22], [2.95, 1.97, -2.29], [5.27, 2.00, -3.05], [7.02, 3.06, -1.66], [6.41, 4.10, 0.50], [4.09, 4.06, 1.27], [2.34, -4.12, -1.74], [2.25, -2.57, -0.67], [3.47, -2.95, 0.71], [2.73, -1.09, -1.70], [0.00, -2.65, 0.06], [-0.15, -3.99, 2.05], [-1.79, -4.38, 2.84], [0.57, -5.61, 1.40], [0.97, -3.20, 3.33], [-1.28, -3.43, -1.83], [-0.72, -2.48, -3.37], [-1.23, -5.28, -2.12], [-3.11, -2.97, -1.71], [3.39, -4.22, -2.03], [1.75, -4.08, -2.65], [2.08, -5.04, -1.19], [4.41, -3.25, 0.23], [3.15, -3.78, 1.34], [3.68, -2.09, 1.34], [3.81, -0.92, -1.64], [2.23, -0.18, -1.37], [2.46, -1.27, -2.75], [-2.39, -5.05, 2.21], [-2.39, -3.49, 3.03], [-1.59, -4.88, 3.79], [-0.05, -6.02, 0.60], [0.57, -6.34, 2.22], [1.59, -5.52, 1.04], [0.41, -2.44, 3.88], [1.83, -2.70, 2.89], [1.33, -3.94, 4.05], [0.16, -2.89, -3.86], [-0.51, -1.43, -3.12], [-1.53, -2.49, -4.10], [-0.23, -5.70, -2.17], [-1.75, -5.51, -3.05], [-1.77, -5.79, -1.31], [-3.25, -1.89, -1.82], [-3.57, -3.30, -0.78], [-3.62, -3.46, -2.54]], "lowdin_charge": [0.55, 0.59, -0.69, -0.13, -0.10, -0.10, -0.12, -0.64, 0.61, 0.10, 0.10, 0.10, 0.10, 0.08, -0.18, 0.10, -0.03, -0.29, -0.15, -0.01, 0.05, 0.02, -0.26, -0.07, -0.09, -0.11, 0.07, -0.14, -0.11, -0.13, -0.07, 0.05, -0.07, -0.12, -0.58, 0.05, -0.28, 0.14, 0.14, 0.16, 0.11, 0.10, 0.10, 0.12, 0.11, 0.14, 0.13, 0.14, 0.14, 0.18, 0.19, 0.13, 0.14, 0.13, 0.14, -0.20, 0.45, -0.19, -0.32, -0.12, -0.09, -0.09, -0.08, -0.10, 0.04, 0.03, 0.01, 0.04, 0.00, 0.02, 0.08, 0.10, 0.10, 0.10, 0.09, -0.22, 0.35, -0.23, -0.22, 0.80, 0.39, -0.21, -0.21, -0.20, 0.41, -0.22, -0.21, -0.22, 0.04, 0.01, 0.02, 0.04, 0.02, -0.03, 0.04, -0.02, 0.03, 0.03, 0.02, 0.04, 0.02, 0.04, 0.01, 0.03, 0.00, 0.04, 0.02, 0.03, 0.03, 0.02, 0.04, 0.03, 0.01, 0.03, 0.04], "multiplicity": 2, "charge": 1, "e_homo_ha": [-0.2965, -0.3033]}

*two*
{"formula": "C40H60FGeN3O3PtS2Si4", "method": "wB97M-V/def2-TZVPD", "symbols": ["Pt", "S", "C", "C", "C", "C", "C", "C", "S", "H", "H", "H", "H", "F", "C", "C", "C", "C", "O", "C", "C", "N", "C", "C", "C", "C", "C", "C", "N", "C", "C", "N", "C", "C", "C", "O", "O", "H", "H", "H", "H", "H", "H", "H", "H", "H", "H", "H", "H", "H", "H", "H", "H", "H", "H", "C", "Si", "C", "C", "C", "C", "C", "C", "C", "H", "H", "H", "H", "H", "H", "H", "H", "H", "H", "H", "C", "Si", "C", "C", "Ge", "Si", "C", "C", "C", "Si", "C", "C", "C", "H", "H", "H", "H", "H", "H", "H", "H", "H", "H", "H", "H", "H", "H", "H", "H", "H", "H", "H", "H", "H", "H", "H", "H", "H", "H", "H"], "coordinates": [[1.79, 0.48, 1.12], [1.21, 0.40, 3.37], [2.69, -0.18, 4.11], [2.75, -0.36, 5.49], [3.89, -0.84, 6.09], [5.01, -1.15, 5.32], [4.97, -0.97, 3.95], [3.80, -0.50, 3.33], [3.80, -0.34, 1.58], [1.88, -0.11, 6.09], [3.92, -0.98, 7.17], [5.91, -1.53, 5.78], [5.83, -1.20, 3.34], [-2.20, 5.65, -0.56], [-2.63, 4.37, -0.49], [-1.74, 3.38, -0.19], [-2.20, 2.06, -0.06], [-1.23, 1.01, 0.30], [-0.08, 1.38, 0.59], [-1.76, -0.31, 0.37], [-3.10, -0.49, 0.23], [-3.99, 0.47, -0.10], [-5.39, 0.13, -0.23], [-5.76, -1.15, -0.91], [-6.01, 0.16, -1.60], [-3.55, 1.78, -0.25], [-4.44, 2.81, -0.58], [-3.99, 4.11, -0.71], [-4.93, 5.13, -1.02], [-4.53, 6.23, -1.89], [-5.80, 7.01, -2.30], [-6.99, 6.14, -2.01], [-7.16, 5.93, -0.53], [-5.78, 5.62, 0.06], [-0.97, -1.58, 0.63], [-1.44, -2.42, 1.37], [0.15, -1.66, -0.03], [-0.70, 3.60, -0.02], [-3.51, -1.48, 0.39], [-5.99, 0.46, 0.60], [-6.60, -1.69, -0.51], [-4.97, -1.77, -1.29], [-7.02, 0.52, -1.70], [-5.35, 0.41, -2.43], [-5.48, 2.60, -0.76], [-4.03, 5.81, -2.77], [-3.84, 6.93, -1.42], [-5.80, 7.27, -3.35], [-5.93, 7.91, -1.71], [-6.81, 5.22, -2.43], [-7.84, 6.53, -2.42], [-7.87, 5.11, -0.41], [-7.60, 6.84, -0.12], [-5.88, 4.85, 0.83], [-5.35, 6.51, 0.54], [2.33, 3.77, 1.10], [2.75, 2.30, 0.01], [1.88, 2.51, -1.65], [4.59, 2.28, -0.32], [5.11, 1.76, -1.51], [6.48, 1.72, -1.75], [7.36, 2.21, -0.79], [6.86, 2.73, 0.40], [5.50, 2.76, 0.63], [2.58, 4.71, 0.60], [2.88, 3.72, 2.04], [1.27, 3.76, 1.36], [2.16, 3.48, -2.08], [0.80, 2.46, -1.56], [2.18, 1.73, -2.36], [4.45, 1.38, -2.28], [6.86, 1.32, -2.67], [8.43, 2.18, -0.97], [7.54, 3.11, 1.15], [5.13, 3.15, 1.57], [3.21, -4.55, -2.40], [3.13, -3.16, -1.12], [4.57, -3.54, 0.01], [3.25, -1.51, -2.00], [0.93, -3.44, -0.16], [1.04, -4.59, 1.91], [-0.60, -5.07, 2.66], [1.93, -6.18, 1.44], [2.03, -3.54, 3.08], [-0.51, -4.23, -1.88], [-0.22, -3.26, -3.46], [-0.25, -6.07, -2.13], [-2.30, -3.92, -1.42], [4.18, -4.55, -2.89], [2.44, -4.49, -3.17], [3.10, -5.52, -1.90], [5.47, -3.56, -0.61], [4.45, -4.54, 0.45], [4.71, -2.82, 0.81], [4.29, -1.25, -2.18], [2.80, -0.71, -1.41], [2.73, -1.56, -2.96], [-1.19, -5.71, 2.00], [-1.19, -4.20, 2.92], [-0.40, -5.64, 3.58], [1.36, -6.74, 0.70], [2.06, -6.82, 2.31], [2.92, -5.99, 1.01], [1.43, -2.68, 3.41], [2.93, -3.14, 2.62], [2.32, -4.11, 3.97], [0.71, -3.52, -3.97], [-0.19, -2.19, -3.24], [-1.04, -3.44, -4.15], [0.79, -6.31, -2.34], [-0.85, -6.42, -2.96], [-0.55, -6.62, -1.23], [-2.50, -2.84, -1.44], [-2.57, -4.30, -0.44], [-2.95, -4.38, -2.18]], "lowdin_charge": [0.55, 0.59, -0.71, -0.13, -0.10, -0.09, -0.13, -0.67, 0.60, 0.10, 0.10, 0.10, 0.10, 0.08, -0.18, 0.10, -0.03, -0.27, -0.17, 0.00, 0.05, 0.01, -0.26, -0.07, -0.09, -0.11, 0.07, -0.15, -0.12, -0.13, -0.07, 0.05, -0.07, -0.12, -0.60, 0.05, -0.25, 0.13, 0.15, 0.16, 0.11, 0.10, 0.10, 0.12, 0.12, 0.14, 0.13, 0.14, 0.14, 0.18, 0.19, 0.13, 0.14, 0.14, 0.14, -0.20, 0.43, -0.20, -0.33, -0.11, -0.09, -0.09, -0.08, -0.11, 0.04, 0.03, 0.01, 0.04, 0.00, 0.02, 0.08, 0.10, 0.10, 0.10, 0.10, -0.22, 0.38, -0.21, -0.21, 0.81, 0.37, -0.21, -0.21, -0.20, 0.38, -0.21, -0.21, -0.21, 0.04, 0.00, 0.03, 0.04, 0.02, -0.03, 0.03, -0.02, 0.03, 0.03, 0.01, 0.04, 0.02, 0.04, 0.01, 0.02, 0.01, 0.05, 0.01, 0.03, 0.03, 0.02, 0.03, 0.03, 0.01, 0.03, 0.04], "multiplicity": 2, "charge": 1, "e_homo_ha": [-0.3013, -0.3037]}

Pick *two*: it beats the second-best structure by 0.0146 hartree.